Entry 1:
# C25H50Cl8O21

A cluster of 11 separate species, C25H50Cl8O21 in total (ωB97M-V with the def2-TZVPD basis set, the Open Molecules 2025 dataset).

Each line ends with the Löwdin charge.
Cartesian coordinates (Å):
C -1.43337 3.84074 0.35085  -0.02
O -0.20371 4.25397 0.97843  0.03
C 0.27151 3.60787 2.00280  -0.60
O -0.21001 2.66139 2.58734  0.08
O 1.43622 4.20569 2.36998  -0.01
C 2.02444 3.76083 3.59473  -0.05
H -1.62211 4.78312 -0.16712  0.10
H -2.31245 3.55005 0.91950  0.07
H -1.22887 3.09328 -0.41150  0.05
H 2.68617 2.91681 3.40324  0.04
H 1.26813 3.49163 4.32918  0.08
H 2.60511 4.61730 3.92886  0.10
C 3.38674 0.96349 -1.96512  -0.05
O 4.29007 0.27386 -2.82202  0.01
C 4.37276 0.53742 -4.11800  -0.60
O 5.17965 0.05007 -4.85879  0.14
O 3.37316 1.35534 -4.50191  -0.03
C 3.36524 1.77840 -5.84607  -0.06
H 3.46313 2.05011 -2.00160  0.10
H 3.72766 0.69920 -0.96563  0.05
H 2.35525 0.64387 -2.08407  0.05
H 4.32385 1.72933 -6.35935  0.10
H 3.03017 2.81606 -5.87764  0.09
H 2.68070 1.25331 -6.51696  0.10
C -4.76254 -0.75599 0.12634  -0.03
O -5.09289 0.19275 1.14643  -0.01
C -5.02486 1.48089 0.88494  -0.65
O -4.46997 1.96479 -0.07580  0.10
O -5.60128 2.14456 1.86924  0.00
C -5.59896 3.56785 1.75137  -0.02
H -4.95630 -0.27800 -0.83048  0.09
H -5.38554 -1.63042 0.28759  0.10
H -3.71655 -1.04680 0.19524  0.04
H -5.92725 4.02643 2.67620  0.10
H -6.27475 3.82230 0.93252  0.10
H -4.63066 3.96367 1.44548  0.08
C -0.19115 1.66690 -3.20530  -0.06
O -1.26747 2.27236 -3.90378  0.01
C -1.24113 3.51898 -4.34935  -0.63
O -2.19777 4.06185 -4.81397  0.14
O -0.02878 4.04748 -4.24426  -0.02
C 0.21187 5.29730 -4.87974  -0.03
H -0.44762 0.73474 -2.71118  0.04
H 0.22016 2.33287 -2.44401  0.09
H 0.56936 1.45826 -3.96253  0.09
H 0.44178 5.15697 -5.93586  0.10
H 1.02464 5.81471 -4.38248  0.09
H -0.69110 5.90666 -4.85494  0.09
C 3.51252 -2.88626 -2.13554  -0.06
O 3.90011 -4.22144 -1.84731  0.01
C 5.09104 -4.40225 -1.29175  -0.63
O 5.92020 -3.55764 -1.14585  0.13
O 5.20182 -5.70502 -1.03460  0.00
C 6.44286 -6.14885 -0.51823  -0.05
H 3.89773 -2.15355 -1.42482  0.05
H 2.42727 -2.89103 -2.15076  0.04
H 3.97585 -2.58067 -3.07659  0.10
H 6.57428 -7.23011 -0.53009  0.09
H 6.53322 -5.78249 0.50367  0.10
H 7.24058 -5.81861 -1.19046  0.10
C -0.85649 -3.70885 -2.39512  -0.05
O -1.84654 -2.69369 -2.60472  -0.05
C -3.09419 -3.10771 -2.88711  -0.63
O -3.47622 -4.22677 -2.75370  0.15
O -3.83477 -2.10231 -3.30333  0.02
C -3.41582 -0.75523 -3.34924  -0.05
H -0.74529 -4.45509 -3.17629  0.11
H -1.13163 -4.14909 -1.43406  0.09
H 0.08272 -3.19210 -2.23021  0.01
H -4.24491 -0.08125 -3.13046  0.09
H -3.06680 -0.50101 -4.34924  0.10
H -2.67270 -0.48030 -2.59999  0.06
C 0.74144 0.68790 4.63545  -0.08
O 0.43480 -0.29885 5.62515  -0.02
C 0.77541 -1.54822 5.37047  -0.63
O 1.60740 -1.91127 4.59953  0.14
O 0.10992 -2.41033 6.14759  -0.02
C -1.05740 -2.05387 6.85056  -0.07
H 0.11037 1.56509 4.71221  0.04
H 0.68396 0.22496 3.65719  0.05
H 1.74867 1.05508 4.84659  0.09
H -1.69939 -2.92763 6.93127  0.08
H -1.61435 -1.27512 6.32196  0.05
H -0.86145 -1.65231 7.84670  0.10
C 3.26028 -0.83507 2.23454  -0.96
Cl 4.65544 -1.28154 1.22143  0.57
Cl 2.62652 0.78310 1.81850  0.60
H 2.50747 -1.60083 2.08994  0.02
H 3.58079 -0.83386 3.26850  0.02
C -0.42332 -1.03866 0.39597  -0.94
Cl -1.35565 0.40721 -0.06208  0.61
Cl 0.80929 -1.35026 -0.84054  0.64
H 0.01076 -0.91641 1.38229  -0.01
H -1.12591 -1.86584 0.41681  -0.02
C -2.97303 0.89608 3.55871  -0.96
Cl -2.27435 -0.64149 3.04058  0.62
Cl -2.59449 1.25365 5.24677  0.60
H -2.55879 1.68387 2.93528  0.01
H -4.05651 0.89181 3.52407  0.02
C -3.19183 -4.21129 3.19156  -0.99
Cl -1.72533 -4.31618 4.13782  0.58
Cl -2.76978 -3.91118 1.46544  0.50
H -3.85698 -5.06366 3.27043  0.04
H -3.72945 -3.32777 3.52437  0.00

HOMO energy: -10.65 eV
SMILES: COC(=O)OC.COC(=O)OC.COC(=O)OC.COC(=O)OC.COC(=O)OC.COC(=O)OC.COC(=O)OC.ClCCl.ClCCl.ClCCl.ClCCl
Frontier orbital gap: 10.95 eV

---

Entry 2:
# C44H35Br2N14O4RbS3Se

A structure of composition C44H35Br2N14O4RbS3Se (ωB97M-V with the def2-TZVPD basis set, the Open Molecules 2025 dataset).

Each line ends with the Löwdin charge.
Cartesian coordinates (Å):
Rb -0.90757 0.30373 -0.07514  0.80
N -5.25982 -0.39819 -2.34848  0.03
C -4.62754 0.12426 -1.29188  -0.18
N -3.62175 0.86199 -1.69796  0.12
C -3.68513 0.74144 -3.05475  -0.32
N -4.66494 -0.01967 -3.49388  0.12
C -2.67304 1.32359 -3.96048  -0.20
C -2.69888 1.09664 -5.33799  -0.08
N -1.74322 1.54909 -6.14142  0.07
C -0.75845 2.23776 -5.56457  -0.13
C -0.75498 2.50211 -4.20532  -0.10
N -1.71321 2.04727 -3.40498  0.15
H -5.96467 -1.11462 -2.34903  0.13
H -4.89281 -0.09799 -0.27292  0.11
H -3.51305 0.53603 -5.78329  0.11
H 0.04384 2.58417 -6.20676  0.10
H 0.03135 3.08838 -3.74119  0.11
C -2.90319 3.83124 -0.63819  -0.06
O -2.49763 3.07071 0.49527  -0.09
C -2.74607 3.59163 1.71164  -0.20
C -3.59940 4.65012 1.96048  -0.06
C -3.75276 5.10232 3.27105  -0.69
Br -4.92279 6.56999 3.60148  0.69
C -3.07772 4.53372 4.31558  -0.10
C -2.20902 3.45914 4.06784  -0.06
C -2.03769 2.98112 2.77056  -0.18
O -1.21402 1.98479 2.44347  0.03
C -1.43897 2.83088 5.14048  -0.24
N -0.50987 1.94435 4.91992  0.16
C -0.04141 1.55543 6.16661  -0.22
C 0.92426 0.60869 6.49842  -0.03
C 1.20043 0.43031 7.84195  -0.08
C 0.53455 1.16920 8.83392  -0.11
C -0.43722 2.10198 8.51378  -0.04
C -0.71402 2.27063 7.16094  -0.19
N -1.60375 3.08611 6.47810  0.17
H -2.49568 4.84408 -0.57110  0.10
H -3.99195 3.87509 -0.71470  0.09
H -2.49814 3.31877 -1.50100  0.06
H -4.13868 5.12448 1.15497  0.10
H -3.20643 4.92492 5.31543  0.09
H -0.72805 1.68927 3.25659  0.07
H 1.40802 0.02355 5.72194  0.03
H 1.93580 -0.30830 8.13718  0.10
H 0.77994 0.99788 9.87551  0.09
H -0.95836 2.65988 9.28237  0.10
H -2.30598 3.67163 6.88754  0.14
Br 5.72167 -4.34343 -1.16131  0.71
C 5.87512 -2.60496 -1.91980  -0.70
C 6.40141 -2.46074 -3.19019  -0.14
C 6.50705 -1.19246 -3.74419  -0.05
C 6.07081 -0.06110 -3.05529  -0.32
C 5.54949 -0.23872 -1.76472  -0.02
C 5.45718 -1.49958 -1.19544  -0.11
N 6.33181 1.20751 -3.62416  0.02
N 5.57402 2.21110 -3.43699  0.03
C 4.26069 2.15630 -3.02116  -0.28
C 3.83931 3.31061 -2.32846  -0.05
C 2.65821 3.39987 -1.64306  -0.03
C 1.73015 2.30678 -1.60609  -0.41
O 0.69221 2.31328 -0.93005  -0.14
C 2.07069 1.15089 -2.48957  -0.15
N 1.12738 0.19200 -2.58953  0.11
C 1.31836 -0.81334 -3.41749  -0.15
C 2.43083 -0.88774 -4.26244  -0.05
C 3.40236 0.07413 -4.15984  -0.02
C 3.28583 1.10448 -3.20478  -0.11
H 6.72750 -3.33091 -3.74476  0.09
H 6.92244 -1.06472 -4.73780  0.11
H 5.21148 0.62526 -1.20572  0.12
H 5.04555 -1.61834 -0.20046  0.11
H 4.55705 4.12421 -2.28725  0.10
H 2.40699 4.27919 -1.06182  0.10
H 0.54438 -1.57798 -3.44496  0.10
H 2.51335 -1.68652 -4.98979  0.10
H 4.24694 0.05367 -4.83006  0.11
S 0.55283 -3.63286 5.36865  0.43
C 0.48239 -2.18732 4.51019  -2.06
S 1.88163 -1.57047 3.81573  0.48
S -0.95454 -1.32621 4.45086  0.53
Se -6.19441 -3.69633 -0.07374  0.87
N -5.36414 -5.10454 -0.84432  -0.32
C -4.15850 -4.64558 -1.19405  -0.44
C -3.16135 -5.41318 -1.82340  -0.07
C -1.95957 -4.79476 -2.15353  -0.13
C -1.77583 -3.44785 -1.86077  -0.20
N -2.66916 -2.65989 -1.25313  0.09
C -3.85295 -3.23187 -0.90301  -0.48
N -4.82054 -2.54530 -0.29072  -0.32
H -3.34827 -6.45880 -2.03751  0.09
H -1.16406 -5.34780 -2.64352  0.08
H -0.83695 -2.96796 -2.13215  0.07
C 0.19002 -4.28527 1.40286  -0.02
N 1.15678 -4.02693 0.34174  -0.17
C 1.95328 -5.12424 -0.14536  -0.07
C 1.26013 -2.79247 -0.17796  -0.34
O 0.58624 -1.84604 0.19328  -0.18
H 0.63163 -4.95630 2.13943  0.08
H -0.71980 -4.73157 0.99296  0.09
H -0.06181 -3.34839 1.89226  0.07
H 2.57083 -5.53712 0.65579  0.09
H 2.60959 -4.77994 -0.94456  0.05
H 1.31444 -5.92072 -0.53568  0.09
H 2.02151 -2.70866 -0.97122  0.14

Total charge: -2
HOMO energy (spin up / spin down): -2.83 / -1.23 eV
Frontier orbital gap (spin up / spin down): 5.94 / 4.26 eV

---

Entry 3:
# C32H25ClN5O2OsPS3

A structure of composition C32H25ClN5O2OsPS3 (ωB97M-V with the def2-TZVPD basis set, the Open Molecules 2025 dataset).

Each line ends with the Löwdin charge.
Cartesian coordinates (Å):
Os 0.67610 -0.13930 0.04118  0.72
N -0.10110 -2.52867 3.50240  0.15
C -0.14918 -1.72419 2.44391  -0.72
S 1.44292 -1.13183 1.84526  0.73
N -1.28906 -1.34397 1.94598  0.06
N -1.13176 -0.58427 0.82062  -0.21
C -2.19056 -0.15964 0.22673  -0.02
C -1.99187 0.56159 -1.01476  -0.24
C -3.03486 1.09291 -1.75217  0.04
C -2.75237 1.73036 -2.95073  0.00
C -1.43950 1.78897 -3.38398  0.00
C -0.44290 1.24431 -2.59179  -0.14
N -0.70182 0.66249 -1.41992  -0.16
H 0.72766 -3.08552 3.65306  0.09
H -0.97263 -2.94845 3.79538  0.14
H -3.17099 -0.38816 0.62755  0.16
H -4.04935 1.00100 -1.38862  0.14
H -3.54962 2.15954 -3.54225  0.13
H -1.18128 2.24018 -4.33180  0.13
H 0.59229 1.24438 -2.90825  0.12
Cl 2.99427 0.10705 -0.73470  0.71
C 3.59354 1.68882 -0.26647  -0.57
C 4.93389 1.96430 -0.45570  -0.06
C 5.37841 3.24118 -0.14661  -0.02
C 4.49398 4.20526 0.32874  -0.03
C 3.15665 3.89934 0.50429  -0.05
C 2.68986 2.61156 0.22148  -0.38
P 0.95948 2.18364 0.47567  0.99
C 0.07549 3.61237 -0.14578  -0.34
C -0.79506 4.34341 0.66150  -0.05
C -1.37569 5.50235 0.16464  -0.04
C -1.10208 5.92391 -1.12707  -0.04
C -0.24357 5.18978 -1.93963  -0.05
C 0.34380 4.03710 -1.45297  -0.10
C 0.71556 2.09636 2.26520  -0.39
C -0.57192 1.86284 2.75665  -0.14
C -0.79021 1.77639 4.12079  -0.04
C 0.27679 1.91694 4.99933  -0.03
C 1.56126 2.12793 4.51332  -0.04
C 1.78613 2.21715 3.14926  -0.08
H 5.60944 1.21117 -0.83734  0.12
H 6.42264 3.48523 -0.28810  0.13
H 4.85237 5.19852 0.56115  0.13
H 2.46840 4.65230 0.86855  0.13
H -1.00056 4.03664 1.67715  0.10
H -2.03057 6.08517 0.79815  0.12
H -1.54350 6.83863 -1.50012  0.12
H -0.02133 5.52777 -2.94306  0.12
H 1.04705 3.49406 -2.07138  0.11
H -1.40654 1.76110 2.07421  0.10
H -1.78752 1.59791 4.49965  0.12
H 0.10549 1.86384 6.06627  0.12
H 2.38994 2.22915 5.20125  0.12
H 2.79161 2.37591 2.78183  0.11
O 1.41818 -4.80715 2.18640  -0.28
S 1.05044 -5.07664 0.82501  0.68
O 0.15194 -6.13153 0.50905  -0.23
N 0.41740 -3.64445 0.18251  -0.06
C 1.17863 -3.21117 -0.73633  -0.70
S 0.74918 -1.74787 -1.67976  0.65
C 2.43374 -3.95870 -1.00827  -0.23
C 3.49872 -3.62743 -1.82641  -0.02
C 4.63615 -4.42524 -1.76995  -0.04
C 4.70029 -5.52218 -0.91643  -0.03
C 3.62186 -5.86735 -0.10594  0.00
C 2.49986 -5.07189 -0.18442  -0.21
H 3.44426 -2.77322 -2.48897  0.10
H 5.48720 -4.19153 -2.39523  0.12
H 5.60605 -6.11172 -0.87195  0.12
H 3.65960 -6.72574 0.55102  0.13

Total charge: +2
HOMO energy: -14.08 eV
Frontier orbital gap: 6.00 eV

---

Entry 4:
# C5H14

A cluster of 2 separate species, C5H14 in total (ωB97M-V with the def2-TZVPD basis set, the Open Molecules 2025 dataset).

Each line ends with the Löwdin charge.
Cartesian coordinates (Å):
C -0.33630 1.44881 1.39000  -0.36
C -1.23159 0.53461 0.69240  -0.17
C -1.08893 2.84080 1.73369  -0.12
H 0.04353 1.02733 2.42786  0.13
H 0.62410 1.58216 0.81925  0.09
H -2.19546 1.13320 0.54055  0.08
H -0.24761 3.57181 1.77073  0.06
H -1.94535 3.08797 1.05236  0.07
H -1.35279 -0.24084 1.37130  0.04
H -0.77885 0.29882 -0.43121  0.12
H -1.41473 2.84231 2.84210  0.08
C 1.87242 -1.89992 -1.35522  -0.18
C 0.75487 -2.57878 -2.24951  -0.20
H 2.83400 -2.37290 -1.75032  0.08
H 1.64683 -0.83778 -1.43969  0.04
H 1.71737 -2.17762 -0.28040  0.07
H 0.47582 -3.65087 -1.88131  0.08
H -0.16864 -1.90863 -1.92385  0.07
H 0.79131 -2.70049 -3.32872  0.04

HOMO energy: -10.83 eV
SMILES: CCC.CC
Frontier orbital gap: 11.90 eV

---

ΔE to the lowest compared entry with this formula, charge and spin (computed, eV): 0.3464, 0.7115, 0.0000, 2.1846